Record 1
{
  "formula": "C10H11NS",
  "method": "ωB97M-V/def2-TZVPD",
  "multiplicity": 1,
  "e_homo_ev": -8.814,
  "gap_ha": 0.2926,
  "smiles": "CC(C)(SC#N)c1ccccc1",
  "total_charge": 0,
  "e_lumo_ev": -0.85,
  "symbols": ["S", "C", "N", "C", "C", "C", "C", "C", "C", "C", "C", "C", "H", "H", "H", "H", "H", "H", "H", "H", "H", "H", "H"],
  "positions_angstrom": [[1.54302, -1.57759, -1.42094], [2.71816, -0.44744, -1.47764], [3.54969, 0.41735, -1.52366], [-1.14072, -2.03662, -0.90377], [-0.46364, -0.64202, -0.97852], [-0.64866, 0.10931, -2.26233], [-0.16726, 0.08302, 0.26512], [0.31493, 1.43967, 0.30403], [0.57266, 2.10183, 1.51521], [0.28286, 1.51324, 2.75025], [-0.27668, 0.24730, 2.73725], [-0.53635, -0.45955, 1.55820], [-0.68761, -2.68890, -0.14514], [-2.20689, -1.89116, -0.61187], [-1.12174, -2.66157, -1.83285], [-0.13466, 1.06864, -2.26110], [-0.22600, -0.44107, -3.10040], [-1.69091, 0.35453, -2.48611], [0.59099, 1.96296, -0.61563], [1.01125, 3.08584, 1.46807], [0.43632, 2.05598, 3.66868], [-0.59306, -0.20138, 3.69548], [-1.12570, -1.39235, 1.65768]],
  "atomic_forces_ev_per_a": [[-1.5975, -1.0253, 0.3227], [3.4332, 4.4148, -0.1255], [-2.9784, -3.1627, 0.1855], [-0.5667, 0.1210, 0.1839], [2.1574, -1.9109, -0.8147], [-0.0777, 0.6556, -0.4143], [-1.1427, 1.2829, 2.4226], [0.3426, -1.0977, 0.0722], [-0.2509, -0.5966, -0.3037], [0.0269, 0.0552, -1.1910], [-0.6270, -0.7278, 0.4248], [0.1127, 0.3989, -0.9075], [-0.0501, 0.4466, -0.0206], [0.5829, -0.0760, -0.2450], [0.0834, 1.1079, 0.4405], [0.1024, -0.0638, 0.1424], [-0.3024, -0.1545, 0.0275], [-0.1418, -0.2680, 0.2461], [-0.1462, -0.2872, 0.3192], [-0.0299, 0.1549, 0.0220], [0.1049, -0.0251, 0.1169], [0.2164, 0.2025, -0.6272], [0.7485, 0.5554, -0.2768]],
  "nbo_charge": [0.088, -0.008, -0.341, -0.686, 0.191, -0.680, -0.155, -0.169, -0.202, -0.191, -0.233, -0.123, 0.238, 0.235, 0.244, 0.230, 0.245, 0.231, 0.221, 0.220, 0.221, 0.216, 0.208]
}


Record 2
{
  "formula": "C28H46Br2F3N4O4RuSSb",
  "method": "ωB97M-V/def2-TZVPD",
  "multiplicity": 2,
  "e_homo_ev": [-10.402, -10.497],
  "gap_ha": [0.2633, 0.2382],
  "total_charge": 1,
  "e_lumo_ev": [-3.24, -4.02],
  "s2": 0.76,
  "symbols": ["Ru", "C", "C", "N", "C", "C", "N", "C", "C", "N", "H", "H", "H", "H", "H", "H", "H", "H", "H", "H", "H", "H", "H", "H", "H", "Br", "C", "C", "C", "Br", "C", "C", "C", "C", "N", "C", "C", "O", "H", "H", "H", "H", "C", "C", "C", "C", "Sb", "C", "C", "C", "C", "C", "C", "C", "C", "H", "H", "H", "H", "H", "H", "H", "H", "H", "H", "H", "H", "H", "H", "H", "H", "H", "H", "H", "H", "H", "H", "H", "H", "H", "H", "H", "F", "C", "F", "F", "S", "O", "O", "O"],
  "positions_angstrom": [[0.15367, -0.15326, 1.10943], [-0.73847, -1.46202, 3.68433], [-0.68322, -2.69700, 2.76854], [0.01615, -2.37799, 1.48102], [1.35418, -3.04138, 1.41948], [2.40517, -2.12008, 0.83987], [2.24896, -0.75013, 1.34896], [2.72632, -0.59514, 2.74785], [1.65645, -0.99243, 3.74008], [0.32203, -0.53943, 3.29248], [-1.68679, -0.94306, 3.58760], [-0.64074, -1.76732, 4.72855], [-0.16026, -3.52042, 3.25296], [-1.68415, -3.06767, 2.57452], [-0.53905, -2.72729, 0.70667], [1.63399, -3.34710, 2.42283], [1.29518, -3.96101, 0.83811], [3.40137, -2.51199, 1.06595], [2.29826, -2.08698, -0.22828], [2.78492, -0.10031, 0.77807], [3.63825, -1.17709, 2.90333], [2.96549, 0.45187, 2.87741], [1.61325, -2.07035, 3.88762], [1.89164, -0.56139, 4.71287], [0.14434, 0.42036, 3.62816], [-0.43491, 4.88143, -0.07378], [-1.59675, 3.61517, 0.67498], [-2.84895, 4.09465, 1.12959], [-3.80985, 3.25986, 1.60428], [-5.47198, 3.95830, 2.16059], [-3.57480, 1.86435, 1.64421], [-4.52927, 0.88528, 1.96945], [-4.19645, -0.43717, 1.85386], [-2.89364, -0.78540, 1.48670], [-1.94895, 0.09923, 1.24040], [-2.29311, 1.42035, 1.26359], [-1.29040, 2.27789, 0.77166], [-0.16697, 1.68970, 0.35432], [-3.03716, 5.15780, 1.07466], [-5.52327, 1.18755, 2.27036], [-4.91713, -1.21962, 2.04646], [-2.63347, -1.82426, 1.38595], [0.95251, -3.29437, -2.13394], [1.35448, -1.94102, -2.72953], [1.09837, -2.05942, -4.23702], [2.86990, -1.68686, -2.57620], [0.24645, -0.29607, -1.69944], [1.15532, 1.52309, -2.54287], [2.26509, 1.94118, -1.57633], [1.72881, 1.34704, -3.94711], [0.08474, 2.60247, -2.65145], [-1.78659, -0.42820, -2.53725], [-2.67610, 0.70699, -2.03243], [-1.76856, -0.35211, -4.06511], [-2.38621, -1.76129, -2.09238], [1.60852, -4.07426, -2.53741], [-0.06622, -3.56064, -2.41714], [1.01422, -3.35138, -1.05451], [1.87356, -2.71416, -4.65221], [1.15217, -1.11618, -4.76909], [0.14376, -2.53232, -4.45436], [3.40773, -2.62269, -2.76330], [3.20295, -1.30526, -1.61559], [3.21881, -0.97473, -3.31555], [3.05154, 1.18044, -1.51536], [1.89380, 2.15268, -0.57579], [2.73713, 2.85279, -1.95845], [2.56807, 0.66452, -4.00418], [2.09918, 2.32831, -4.26305], [0.97397, 1.04627, -4.67400], [-0.48431, 2.73163, -1.74233], [-0.59692, 2.40240, -3.48006], [0.58140, 3.55507, -2.86301], [-2.36509, 1.68105, -2.40066], [-2.73262, 0.75313, -0.95315], [-3.69111, 0.52492, -2.40376], [-1.23571, 0.52629, -4.43251], [-2.80274, -0.26896, -4.41617], [-1.34253, -1.23490, -4.52926], [-2.38538, -1.86643, -1.00657], [-1.86812, -2.61666, -2.52838], [-3.42997, -1.81311, -2.42112], [2.25970, 1.73564, 5.08208], [2.38017, 2.90653, 4.40428], [3.66903, 3.04981, 4.09417], [2.01802, 3.88584, 5.21472], [1.33650, 2.86603, 2.88288], [1.20792, 4.24294, 2.52277], [0.11209, 2.22010, 3.37312], [2.10239, 2.01731, 1.96836]],
  "atomic_forces_ev_per_a": [[-0.4496, -1.7803, -0.6895], [0.0007, -0.0716, -0.0551], [0.0409, 0.0496, 0.0638], [0.0944, 0.2994, 0.0578], [0.0624, -0.0230, 0.0964], [0.0586, 0.0066, 0.1227], [-0.1467, 0.4477, -0.0982], [0.0965, 0.0564, 0.0317], [0.0132, -0.0839, 0.0914], [-0.2448, 0.7829, -0.3526], [-0.0293, 0.0024, 0.0298], [0.0347, -0.0046, 0.0230], [0.0217, 0.0221, 0.0011], [-0.0780, -0.0160, -0.0431], [-0.0078, -0.0087, 0.0212], [-0.0158, 0.0302, -0.0102], [0.0065, -0.0163, -0.0356], [0.0052, -0.0075, 0.0030], [-0.0247, 0.0302, -0.2242], [0.0420, -0.0183, 0.0275], [-0.0283, -0.0904, -0.0117], [0.0414, -0.0332, -0.0148], [0.0117, 0.0126, -0.0112], [-0.0318, 0.0287, 0.0013], [0.0500, 0.0528, 0.0695], [0.0456, -0.0320, 0.0645], [-0.0782, 0.1588, -0.0214], [0.1469, 0.1110, -0.0601], [-0.0866, -0.0470, 0.0339], [0.0307, -0.0039, -0.0077], [-0.0047, -0.0541, 0.0210], [-0.0098, 0.0509, -0.0112], [-0.0122, -0.0878, 0.0002], [-0.0978, 0.0098, -0.1421], [0.0942, 0.1244, 0.2714], [-0.1230, -0.0595, 0.1331], [0.2592, 0.0207, -0.1242], [0.2545, 0.0923, 0.6327], [0.0112, -0.0022, -0.0010], [0.0065, -0.0035, -0.0023], [0.0126, 0.0163, -0.0041], [0.0485, -0.1348, -0.0017], [-0.0203, -0.0435, -0.1311], [0.1153, -0.0206, 0.0345], [-0.0085, -0.0465, 0.0310], [-0.0771, -0.0936, -0.0452], [-0.0451, -0.0159, -0.1705], [0.0299, -0.0172, 0.0025], [0.0394, -0.0274, -0.0383], [-0.0320, 0.0433, -0.0258], [0.0125, 0.0407, -0.0642], [0.0005, 0.0306, -0.1094], [-0.0230, -0.0197, -0.0379], [-0.0437, 0.0360, -0.0052], [-0.0002, -0.0251, -0.1163], [-0.0208, 0.0267, 0.0159], [0.0388, -0.0002, 0.0175], [0.0349, 0.0210, 0.1447], [-0.0354, 0.0193, 0.0053], [0.0171, 0.0829, -0.0321], [-0.0447, 0.0088, 0.0048], [-0.0275, 0.0144, 0.0293], [-0.0123, 0.0370, 0.1187], [0.0165, 0.0291, -0.0771], [-0.0069, 0.0107, -0.0211], [-0.0146, 0.0192, 0.0441], [-0.0113, -0.0202, 0.0219], [0.0664, -0.0733, 0.0085], [-0.0086, -0.0231, -0.0010], [0.0013, -0.0163, 0.0020], [-0.0434, 0.0134, 0.0561], [0.0072, 0.0097, 0.0145], [-0.0225, -0.0245, 0.0067], [0.0157, 0.0120, 0.0048], [-0.0165, -0.0232, 0.1051], [0.0307, 0.0178, -0.0025], [-0.0227, -0.0263, 0.0116], [0.0168, -0.0091, 0.0041], [0.0276, -0.0072, -0.0131], [0.0062, -0.0069, 0.0969], [-0.0166, 0.0355, 0.0167], [0.0270, -0.0052, 0.0083], [0.0495, 0.0399, -0.0435], [0.0559, -0.1251, -0.0500], [0.0174, 0.0360, 0.0188], [-0.0377, 0.0094, 0.0733], [0.0642, -0.0875, 0.1194], [-0.0183, -0.0180, -0.0899], [0.1390, -0.0079, -0.1155], [-0.2411, 0.3630, 0.2973]],
  "mulliken_spin": [0.877, 0.003, 0.008, -0.030, 0.003, 0.001, -0.019, 0.003, -0.006, 0.032, 0.000, 0.000, 0.000, 0.000, 0.001, -0.001, 0.000, -0.002, 0.005, -0.005, 0.000, 0.002, 0.000, 0.000, -0.008, 0.004, 0.013, -0.009, 0.015, 0.002, -0.006, 0.008, -0.005, -0.002, -0.050, 0.051, -0.019, 0.128, 0.000, 0.001, 0.000, 0.006, 0.001, -0.005, 0.000, 0.001, -0.022, 0.009, -0.005, 0.002, -0.001, 0.006, -0.001, -0.002, 0.001, 0.000, 0.000, -0.001, 0.000, 0.000, 0.000, 0.000, 0.000, 0.000, -0.001, 0.003, 0.000, 0.000, 0.000, 0.000, -0.002, 0.000, 0.000, 0.000, -0.003, 0.000, 0.001, 0.000, 0.000, 0.000, -0.001, 0.000, 0.000, -0.001, 0.000, 0.000, 0.008, 0.000, 0.004, 0.008]
}


It is found that the ΔE to the lowest compared entry with this formula, charge and spin values, taken in the order of the records, are 23.7 51.4 kJ/mol.
It is found that the E_tot values, taken in the order of the records, are -22872.2742 -212120.2175 eV.